# 1
121
Properties=species:S:1:pos:R:3:forces:R:3:lowdin_charge:R:1 method="wB97M-V/def2-TZVPD" smiles="O=C1C=C(CCCS)C(=O)C(CCCCCCCSc2nnco2)=C1.CNC(C)=O.CNC(C)=O.CNC(C)=O.CNC(C)=O.CNC(C)=O.CNC(C)=O" max_force_ev_per_a=8.52 homo_lumo_gap_ev=6.84 total_energy_ev=-90408.5364 e_lumo_ev=-1.60
O 1.500 -4.270 4.337 -3.2 6.1 -5.0 -0.07
C 0.971 -3.265 3.586 1.8 -2.7 3.0 -0.21
C 0.785 -3.398 1.937 -1.5 2.0 -1.0 0.05
C 0.010 -2.425 1.104 1.4 -1.8 2.6 -0.07
C -0.203 -2.578 -0.547 0.7 1.1 1.0 -0.16
C 1.185 -3.170 -1.185 0.0 -0.6 0.5 -0.27
C 1.176 -3.372 -2.812 0.9 -1.0 1.6 -0.56
S 0.545 -1.907 -3.794 0.0 0.0 0.1 0.60
C -0.650 -1.121 1.916 -2.8 3.0 -2.1 -0.14
O -1.496 -0.264 1.293 5.3 -5.4 3.8 -0.04
C -0.225 -0.845 3.486 2.1 -2.0 2.9 -0.06
C -0.563 0.578 4.299 -0.6 0.1 -0.7 -0.16
C 0.398 1.816 3.817 0.0 -0.4 -0.5 -0.20
C 1.988 1.441 3.658 0.2 0.7 -0.5 -0.21
C 2.406 1.749 2.104 -0.1 -1.1 0.3 -0.22
C 3.905 1.212 1.675 -0.3 1.1 -1.0 -0.20
C 3.774 0.781 0.065 -0.4 0.1 0.7 -0.25
C 5.182 0.914 -0.763 -0.9 -2.1 0.9 -0.49
S 5.478 2.574 -1.576 -1.3 0.3 -0.8 0.84
C 4.010 3.155 -2.582 -6.0 1.1 -2.0 -0.45
N 2.526 3.216 -2.298 4.6 0.5 -2.2 -0.04
N 1.807 3.785 -3.373 6.8 0.3 -2.6 -0.01
C 2.834 4.136 -4.428 -1.7 -2.0 5.1 -0.04
O 4.165 3.739 -3.937 -3.1 -0.2 1.2 -0.14
C 0.547 -1.857 4.311 -2.0 1.7 -3.9 0.04
H 1.318 -4.352 1.458 -1.4 2.3 1.3 0.12
H -0.358 -1.469 -0.932 0.2 -2.4 0.8 0.10
H -1.168 -3.199 -0.790 2.0 1.1 0.5 0.14
H 2.075 -2.473 -0.830 -1.9 -1.4 -0.9 0.12
H 1.378 -4.251 -0.718 -0.3 2.3 -1.0 0.11
H 2.317 -3.521 -3.133 -2.6 0.5 0.5 0.09
H 0.645 -4.390 -3.054 0.7 2.2 0.3 0.08
H -0.418 -1.166 -3.091 1.0 -1.4 -0.1 -0.13
H -1.683 0.904 4.069 2.4 -0.9 0.4 0.11
H -0.499 0.451 5.470 -0.1 -0.2 -2.6 0.11
H 0.300 2.697 4.589 -0.1 -1.7 -1.6 0.12
H 0.004 2.139 2.738 0.8 -0.5 2.5 0.12
H 2.616 2.145 4.350 -1.1 -1.4 -1.2 0.11
H 2.266 0.336 3.926 -0.7 2.0 -0.5 0.10
H 1.644 1.162 1.397 1.4 1.3 1.6 0.11
H 2.271 2.898 1.921 0.4 -2.2 0.1 0.13
H 4.647 2.130 1.732 -1.3 -1.9 -0.1 0.11
H 4.325 0.350 2.347 -1.0 1.6 -1.3 0.11
H 2.911 1.465 -0.361 2.0 -1.3 0.5 0.09
H 3.385 -0.330 -0.027 0.8 2.2 0.3 0.10
H 6.059 0.775 0.036 -1.7 0.8 -1.9 0.10
H 5.271 -0.015 -1.490 -0.1 2.2 1.2 0.09
H 2.574 4.669 -5.459 1.2 -1.5 2.4 0.15
H 0.853 -1.594 5.415 -0.7 -0.9 -2.5 0.14
C 4.284 2.448 -7.257 0.2 0.1 0.1 -0.01
C 2.839 2.347 -7.660 -0.8 0.0 -0.2 -0.54
O 2.022 3.226 -7.392 0.3 -0.1 0.0 0.00
N 2.443 1.236 -8.345 0.1 0.8 0.5 0.01
C 3.245 0.106 -8.750 -0.4 -0.2 -0.3 -0.08
H 4.452 3.385 -6.720 -0.2 -0.2 -0.1 0.06
H 4.546 1.618 -6.595 0.1 0.1 -0.2 0.09
H 4.921 2.440 -8.146 0.1 -0.2 0.2 0.08
H 1.457 1.239 -8.582 0.3 0.0 0.1 0.14
H 3.189 0.025 -9.838 0.3 -0.2 0.2 0.06
H 2.817 -0.792 -8.298 0.2 -0.2 0.0 0.08
H 4.287 0.205 -8.445 -0.2 0.1 -0.1 0.08
C -4.317 1.008 8.453 0.1 0.0 0.3 -0.01
C -3.673 0.999 7.095 0.5 -0.1 -0.5 -0.54
O -2.488 0.709 6.934 -0.4 0.1 0.2 0.01
N -4.445 1.326 6.019 0.6 -0.2 0.5 0.00
C -5.842 1.691 6.004 0.0 0.0 -0.3 -0.07
H -3.581 0.728 9.212 0.0 0.0 -0.3 0.08
H -4.687 2.011 8.684 -0.2 -0.2 0.0 0.09
H -5.136 0.284 8.483 -0.1 0.3 0.1 0.08
H -3.943 1.298 5.139 -0.1 0.0 0.2 0.13
H -6.372 0.976 5.370 -0.3 0.1 0.1 0.08
H -5.925 2.690 5.570 -0.3 0.0 0.1 0.09
H -6.283 1.689 7.001 0.1 0.0 -0.1 0.05
C -9.715 0.729 9.088 -0.2 0.0 -0.3 0.00
C -8.356 1.158 9.565 0.6 0.2 0.2 -0.53
O -7.661 1.954 8.936 -0.2 -0.2 0.0 0.00
N -7.896 0.634 10.738 -0.1 0.4 -0.7 0.02
C -8.556 -0.305 11.613 0.2 0.4 0.5 -0.10
H -9.947 1.226 8.143 0.2 0.0 0.2 0.08
H -9.729 -0.352 8.922 -0.1 0.1 0.3 0.06
H -10.475 1.011 9.822 0.0 -0.2 -0.1 0.09
H -6.975 0.969 10.995 -0.2 -0.1 -0.1 0.14
H -8.661 0.163 12.595 -0.1 -0.1 0.1 0.08
H -7.920 -1.189 11.702 -0.4 -0.1 0.1 0.08
H -9.539 -0.599 11.244 0.5 0.2 0.1 0.06
C 8.635 3.413 -10.300 0.1 -0.1 -0.2 -0.01
C 8.310 3.107 -8.865 -0.1 -0.8 0.7 -0.55
O 8.388 1.970 -8.404 0.0 0.6 -0.3 0.01
N 7.916 4.139 -8.065 0.2 -0.5 -0.3 0.00
C 7.764 5.531 -8.417 -0.1 0.0 0.4 -0.08
H 8.933 2.495 -10.814 -0.1 0.2 0.3 0.09
H 7.755 3.821 -10.804 0.2 0.1 0.0 0.09
H 9.466 4.123 -10.351 -0.2 0.1 -0.1 0.08
H 7.714 3.857 -7.113 0.1 0.1 -0.2 0.14
H 8.426 6.117 -7.775 -0.1 0.3 -0.2 0.08
H 6.727 5.818 -8.224 0.1 0.3 -0.2 0.08
H 8.006 5.725 -9.462 0.0 -0.1 0.2 0.08
C 3.895 -1.715 -13.483 -0.1 0.1 -0.2 -0.01
C 4.436 -1.406 -12.114 0.2 0.6 0.6 -0.54
O 4.507 -0.257 -11.682 -0.1 -0.6 -0.4 0.01
N 4.857 -2.449 -11.343 -0.2 0.6 -0.3 0.00
C 4.856 -3.856 -11.670 0.2 0.0 0.4 -0.08
H 3.599 -0.787 -13.980 0.1 -0.2 0.3 0.09
H 4.666 -2.201 -14.088 -0.2 -0.1 0.0 0.09
H 3.015 -2.359 -13.400 0.1 -0.1 -0.1 0.09
H 5.208 -2.164 -10.436 0.0 -0.1 -0.2 0.14
H 4.246 -4.375 -10.927 0.0 -0.3 -0.2 0.08
H 5.885 -4.218 -11.610 -0.1 -0.3 -0.1 0.08
H 4.459 -4.051 -12.666 0.1 0.1 0.2 0.08
C -10.144 -3.775 8.370 -0.1 0.1 -0.2 0.00
C -9.603 -3.466 9.739 0.2 0.3 0.5 -0.51
O -9.532 -2.317 10.171 -0.2 -1.1 -0.6 -0.01
N -9.182 -4.509 10.509 -0.2 0.8 -0.4 0.01
C -9.183 -5.915 10.183 0.2 0.0 0.4 -0.08
H -10.440 -2.847 7.873 0.1 -0.2 0.2 0.08
H -9.373 -4.261 7.765 -0.2 -0.1 0.0 0.09
H -11.024 -4.419 8.453 0.2 -0.1 -0.1 0.09
H -8.831 -4.224 11.416 -0.1 -0.1 -0.2 0.15
H -9.793 -6.435 10.926 0.0 -0.2 -0.2 0.09
H -8.154 -6.278 10.243 -0.1 -0.3 -0.1 0.09
H -9.580 -6.111 9.186 0.1 0.1 0.2 0.08

***

# 2
11
Properties=species:S:1:pos:R:3:forces:R:3:lowdin_charge:R:1 method="wB97M-V/def2-TZVPD" max_force_ev_per_a=8.43 homo_lumo_gap_ev=8.88 total_energy_ev=-11718.6632 e_lumo_ev=-0.60
C 0.270 -0.482 0.996 0.8 -3.2 -2.9 -0.18
C 0.442 -0.422 -0.427 0.2 -1.2 4.5 -0.02
C -0.149 0.767 -0.808 0.7 3.4 -7.7 -0.48
H 0.330 -1.891 2.317 -0.6 -0.6 1.5 0.07
H 0.851 -1.102 -1.266 -0.4 0.9 2.3 0.16
H 1.243 1.373 -2.365 -3.1 0.1 2.9 0.14
N 0.236 1.543 -1.810 1.0 -1.3 0.4 0.11
N -1.615 0.900 -0.525 2.8 -0.6 4.0 0.14
N -1.789 0.675 0.665 -3.1 1.1 -0.8 0.07
O 0.862 -1.744 1.555 -1.6 4.3 -1.2 0.02
O -0.681 0.384 1.669 3.3 -2.9 -2.9 -0.03

***

# 3
98
Properties=species:S:1:pos:R:3:forces:R:3:lowdin_charge:R:1 method="wB97M-V/def2-TZVPD" smiles="O=C1OC[C@@H](F)O1.O=C1OC[C@@H](F)O1.O=C1OC[C@@H](F)O1.O=C1OC[C@@H](F)O1.O=C1OC[C@@H](F)O1.O=C1OC[C@@H](F)O1.O=C1OC[C@@H](F)O1.C[C@H]1COC(=O)O1.ClCCl.ClCCl.ClCCl" max_force_ev_per_a=3.22 homo_lumo_gap_ev=10.80 total_energy_ev=-172870.1308 e_lumo_ev=0.26
C -1.957 -4.328 -2.469 -1.7 0.8 0.3 -0.07
C -0.884 -5.052 -3.210 0.3 -0.7 0.0 -0.30
C -1.173 -5.368 -4.698 -0.4 0.5 0.8 -0.08
O -0.033 -4.866 -5.383 0.1 -0.5 0.0 0.07
C 0.883 -4.412 -4.493 -0.8 -0.2 0.3 -0.58
O 1.988 -4.115 -4.778 0.8 0.4 -0.3 0.15
O 0.360 -4.327 -3.253 -0.4 0.1 -0.4 0.04
H -2.859 -4.932 -2.300 0.5 -0.5 -0.1 0.10
H -2.423 -3.477 -2.987 0.7 0.0 -0.3 0.08
H -1.693 -3.948 -1.486 0.5 -0.3 0.0 0.03
H -0.646 -5.994 -2.706 -0.1 0.1 0.1 0.15
H -2.069 -4.855 -5.048 0.1 0.1 -0.1 0.13
H -1.315 -6.442 -4.800 0.3 0.0 -0.5 0.13
C 0.572 0.700 -4.517 -0.1 -0.1 0.0 -1.04
Cl -0.529 1.780 -5.398 -0.2 -0.1 0.0 0.55
Cl 0.746 -0.876 -5.287 0.1 0.0 -0.1 0.57
H 1.529 1.200 -4.486 0.1 -0.1 0.1 0.01
H 0.159 0.510 -3.536 0.0 0.2 0.1 -0.03
C -0.122 -0.331 -0.539 -0.5 -0.5 0.4 -0.93
Cl -0.625 -1.491 -1.783 0.4 0.4 0.1 0.62
Cl -1.480 0.772 -0.181 0.3 0.1 0.0 0.62
H 0.067 -0.875 0.382 -0.1 -0.1 0.0 0.01
H 0.755 0.216 -0.845 0.0 0.3 -0.3 -0.01
C 3.607 -2.352 -2.899 -0.7 -0.1 -0.2 -1.01
Cl 5.225 -2.750 -2.366 0.1 0.0 0.0 0.56
Cl 3.060 -0.764 -2.288 0.0 0.1 -0.1 0.54
H 3.520 -2.320 -3.976 0.4 0.1 -0.1 0.01
H 2.900 -3.102 -2.565 0.1 0.0 0.3 0.00
C -1.226 -0.644 5.908 -0.3 0.6 0.0 -0.03
C 0.131 -1.326 5.738 -0.4 0.9 1.1 -0.31
O 0.194 -1.592 4.391 0.5 -0.6 -0.4 0.14
C -0.998 -1.342 3.776 0.4 0.3 0.2 -0.55
O -1.167 -1.478 2.615 -0.2 -0.2 -0.6 0.17
O -1.868 -0.860 4.651 -0.6 0.0 0.3 0.08
F 0.178 -2.448 6.517 0.0 -0.6 -0.3 0.06
H -1.162 0.434 6.063 0.3 0.0 -0.1 0.13
H -1.842 -1.030 6.715 0.1 -0.4 -0.1 0.14
H 0.972 -0.718 6.050 0.2 0.1 -0.2 0.17
C 3.108 4.462 -3.262 0.0 0.3 -0.5 -0.06
C 1.595 4.540 -3.155 0.5 0.0 -1.2 -0.29
O 1.345 3.427 -2.303 -0.4 0.5 0.1 0.10
C 2.405 3.340 -1.460 0.8 0.8 -1.3 -0.56
O 2.485 2.687 -0.497 -0.4 -1.2 1.5 0.19
O 3.433 4.116 -1.909 -0.1 0.0 -0.6 0.08
F 0.970 4.376 -4.370 0.4 -0.2 0.9 0.03
H 3.594 5.369 -3.614 -0.1 0.3 0.6 0.14
H 3.434 3.694 -3.972 -0.3 -0.3 0.3 0.15
H 1.268 5.500 -2.746 -0.3 -0.3 0.3 0.18
C -0.494 3.103 2.410 0.0 0.6 0.1 -0.06
C -0.977 3.108 3.856 0.9 0.0 -0.1 -0.27
O 0.200 2.717 4.549 -0.3 0.3 0.1 0.13
C 1.093 2.161 3.690 -1.3 -0.5 -0.9 -0.55
O 2.058 1.575 4.004 1.3 -0.3 0.6 0.19
O 0.648 2.244 2.412 -0.3 0.4 0.4 0.07
F -1.952 2.195 4.119 0.0 0.0 -0.1 0.08
H -0.161 4.123 2.188 -0.1 -0.1 -0.2 0.15
H -1.229 2.783 1.683 0.0 -0.2 0.0 0.08
H -1.281 4.086 4.217 -0.2 -0.1 0.1 0.17
C 1.799 -4.002 1.226 -1.1 0.4 -0.3 -0.04
C 0.415 -4.634 0.988 -0.5 1.0 0.3 -0.25
O 0.573 -5.412 -0.162 -0.3 0.2 0.4 0.13
C 1.834 -5.252 -0.673 -0.5 1.4 2.2 -0.58
O 2.228 -5.732 -1.643 0.8 -1.6 -2.7 0.22
O 2.566 -4.443 0.110 0.1 -0.2 0.8 0.08
F -0.553 -3.624 0.789 0.9 -0.9 -0.3 0.00
H 2.145 -4.265 2.225 0.7 -0.2 -0.4 0.15
H 1.740 -2.921 1.137 -0.2 0.0 0.3 0.12
H 0.005 -5.207 1.822 0.2 -0.2 -0.3 0.17
C -3.122 3.694 -3.639 0.3 0.0 -0.2 -0.06
C -2.420 3.329 -2.351 -0.7 -0.3 -0.3 -0.32
O -3.411 3.691 -1.403 0.6 0.2 0.2 0.10
C -4.132 4.728 -1.930 0.8 -0.4 -1.6 -0.56
O -4.944 5.361 -1.390 -1.1 0.8 1.4 0.21
O -3.794 4.911 -3.241 0.2 -1.0 0.0 0.07
F -1.308 4.107 -2.225 0.1 0.5 0.4 0.06
H -3.854 2.944 -3.959 0.1 0.1 0.2 0.15
H -2.406 3.842 -4.442 -0.1 0.4 0.0 0.11
H -2.082 2.317 -2.170 -0.4 -0.2 -0.1 0.10
C -4.377 2.393 1.790 0.8 0.2 0.7 -0.03
C -4.989 1.805 3.071 -0.2 0.5 0.7 -0.26
O -4.989 2.895 3.997 -0.2 -0.7 -0.5 0.13
C -4.544 4.024 3.398 -0.2 -2.2 -0.9 -0.61
O -4.541 5.076 3.882 0.2 2.5 1.4 0.21
O -4.120 3.763 2.156 0.0 -0.5 -1.0 0.06
F -4.260 0.795 3.637 -0.3 0.3 -0.6 0.06
H -5.000 2.315 0.905 -0.2 0.3 0.1 0.14
H -3.410 1.940 1.570 -0.1 -0.2 0.1 0.09
H -6.031 1.494 2.969 0.2 -0.3 0.0 0.17
C 4.986 -0.046 2.066 0.0 -0.1 -0.3 -0.04
C 3.639 -0.594 1.602 0.4 0.5 -1.0 -0.29
O 3.110 -1.235 2.711 0.2 -0.2 -0.1 0.12
C 4.115 -1.449 3.612 0.6 0.6 0.0 -0.55
O 4.022 -2.029 4.630 -0.6 -0.7 0.6 0.19
O 5.258 -0.849 3.220 -0.1 0.3 -0.6 0.09
F 3.854 -1.506 0.567 -0.1 -0.1 0.7 -0.01
H 5.002 1.013 2.315 -0.4 0.0 0.3 0.14
H 5.729 -0.173 1.282 0.1 -0.4 0.1 0.14
H 2.951 0.131 1.178 -0.2 0.2 0.3 0.16